Entry 1:
Molecular formula: C28H32N3
Method: DFT, the ωB97M-V functional and the def2-TZVPD basis

Positions of all 63 atoms, in Å:
C -0.1685 0.9954 0.3719
C 1.9945 0.2092 4.0299
N -1.7065 1.0009 -1.9990
H -3.9034 -1.2700 -3.2730
C -1.8490 1.8977 -2.9070
C 2.8316 1.1966 4.5506
H -0.9184 0.4957 -0.2481
H 0.4691 -1.3555 2.6386
C -0.9684 3.1284 -2.9174
C 2.4472 -0.6198 2.9974
H 1.6788 -2.6178 2.9011
H -1.9471 -1.0190 -1.6512
H -0.7374 -2.7953 0.4631
H 1.4025 2.6889 1.7630
C 0.4571 -5.0584 -2.4665
H 4.7880 2.1173 4.4670
H -3.3878 -0.0471 -1.2895
C 1.0859 0.4512 0.4597
C -3.6954 0.7226 -4.0657
H 0.8004 -5.6970 -3.2812
C -1.3248 -3.9005 -1.3036
H -2.3763 -3.6238 -1.2061
H 0.9733 0.0799 4.3998
C 4.5982 0.4867 3.0528
H 5.6142 0.5872 2.6681
H -1.6219 -5.1144 -3.0726
H 0.7408 4.8726 2.7226
C -0.8981 -4.7243 -2.3534
C 1.5109 -1.6440 2.4178
H -2.8980 2.6561 -4.4593
H 2.4452 -4.8097 -1.6153
C 1.3800 -4.5754 -1.5367
H 2.9598 -3.2050 0.0036
C -0.5881 2.1990 1.0416
H -4.6752 0.9750 -3.6372
C -0.0187 4.2313 2.2713
C 4.1332 1.3450 4.0567
C -1.9500 2.6077 1.0555
H 2.4636 1.8468 5.3466
H -3.3770 4.1071 1.6503
C 3.7620 -0.5106 2.5382
C -3.1313 -0.5040 -3.3705
H 0.0830 2.8303 -2.8614
H -2.6890 1.9636 0.5732
H -1.1804 3.7447 -2.0375
C -2.5611 -0.1780 -2.0096
C 1.3604 -0.8975 0.0894
N 1.6557 -1.8556 0.9612
H -2.3226 -0.9211 -3.9783
H 4.1240 -1.1964 1.7664
C 0.9539 -3.7531 -0.4891
C -2.3276 3.8061 1.6526
C -1.3614 4.6368 2.2463
C 0.3613 3.0160 1.7103
H 2.0539 -3.8723 1.3705
H -1.1213 3.7163 -3.8252
H 1.9316 1.0452 0.8200
N -2.7705 1.8271 -3.9001
C 1.9708 -3.2233 0.4880
H -3.8266 0.5204 -5.1323
C -0.4016 -3.4324 -0.3608
H -1.6501 5.6001 2.6688
H 1.3229 -1.1836 -0.9663

Output
E_HOMO in hartree: -0.399
Relative energy (zero: lowest compared OMol25 entry of this formula, charge and spin) in kJ/mol: 95.2
Net charge: +1
Kohn-Sham gap in eV: 7.25
Largest force on an atom in eV Å⁻¹: 1.96

In the natural (NBO) picture, each atom carries the following charge in e:
1. C -0.080
2. C -0.199
3. N -0.600
4. H 0.221
5. C 0.478
6. C -0.194
7. H 0.260
8. H 0.241
9. C -0.657
10. C -0.072
11. H 0.234
12. H 0.188
13. H 0.212
14. H 0.210
15. C -0.192
16. H 0.231
17. H 0.185
18. C -0.392
19. C -0.212
20. H 0.232
21. C -0.185
22. H 0.226
23. H 0.221
24. C -0.212
25. H 0.228
26. H 0.231
27. H 0.224
28. C -0.201
29. C -0.251
30. H 0.400
31. H 0.219
32. C -0.220
33. H 0.231
34. C -0.041
35. H 0.189
36. C -0.203
37. C -0.203
38. C -0.176
39. H 0.231
40. H 0.227
41. C -0.174
42. C -0.426
43. H 0.238
44. H 0.222
45. H 0.240
46. C -0.237
47. C 0.311
48. N -0.275
49. H 0.206
50. H 0.200
51. C 0.016
52. C -0.220
53. C -0.178
54. C -0.196
55. H 0.236
56. H 0.214
57. H 0.251
58. N -0.608
59. C -0.259
60. H 0.212
61. C -0.261
62. H 0.228
63. H 0.235

***

Entry 2:
Molecular formula: C29H55ClN2O2Si4Sm
Method: DFT, the ωB97M-V functional and the def2-TZVPD basis

Positions of all 94 atoms, in Å:
H -4.4802 4.5180 -0.4678
C -4.5856 1.5130 2.3644
Si -3.2552 0.2429 1.9545
C -3.8633 4.0790 0.3284
N 1.4471 -1.5060 1.6223
C 1.1775 2.1748 2.9598
C 3.8748 -1.3826 1.3047
H -2.6653 4.2373 -2.3850
C -4.1351 -1.1294 0.9791
H 3.8785 -0.2810 1.4164
H -1.4210 -1.8915 1.4588
H -2.7292 0.5771 -3.4650
C -1.9988 -1.7228 -2.1419
H -1.6512 0.9957 -2.0799
H -1.3111 4.4515 -1.2578
H 1.8147 4.1254 0.6727
H 2.6225 0.5823 -3.2727
H -0.3401 -0.0254 2.8158
H -1.2793 3.1319 -2.4469
H 4.7070 -1.7900 1.8697
C -0.9121 4.1770 2.2792
Cl 0.7266 -3.6846 -0.9704
H 1.7928 3.0451 3.2288
H -5.0043 -1.4266 1.5804
Si 0.0167 2.7056 1.5606
H -3.2033 4.8583 0.7142
H -4.7660 2.3417 -2.0759
C 4.0295 -1.6549 -0.1993
C 1.2990 -3.0254 3.3725
H -1.4477 -2.9953 2.8361
H -5.0715 1.3906 -0.6123
H 1.1627 -3.0108 4.4810
H 1.1594 -4.0396 2.9626
H -4.1464 2.3712 2.8811
H 7.0863 -3.2653 -0.2226
H -2.9975 -1.8489 -2.5974
H -2.4544 0.2817 4.3202
H 4.1644 -2.3733 -5.0105
H 5.8853 -2.4716 -4.5330
C 4.9520 -1.9045 -4.3949
O 0.4932 -1.1149 -4.7357
H 1.8538 2.5391 -0.1303
H -0.1783 4.7933 2.8165
C -1.6963 0.5539 -3.0955
H -4.4952 -0.7799 0.0064
H 6.4326 -2.8664 -2.3627
C -0.8017 -2.6141 2.0286
C -1.9236 3.7050 -1.7749
H 1.8382 1.3599 2.6411
H -1.5806 -1.0415 -5.2089
C -4.3007 1.6802 -1.3339
H -1.0292 1.1839 -3.7125
H 2.9124 -0.6460 -4.5292
H -5.1363 1.8538 1.4863
H 2.0188 0.5224 -0.4729
Sm 0.6199 -1.1774 -0.4282
O 2.7002 -2.6480 3.0508
H -2.1856 -1.2997 -1.1328
H 5.1211 -0.8839 -4.7897
H -2.4980 -1.3994 3.7346
H 0.6592 3.7551 -0.6457
H -1.6817 3.8578 2.9901
C 2.6514 -1.8422 2.0148
H -4.5269 3.7532 1.1291
C 1.1917 3.3427 0.2168
H -4.0019 -0.5560 4.1361
H 1.0528 -0.3590 3.8500
H -0.5669 -1.0355 4.2839
C 3.3893 -1.2357 -2.4862
C 5.4848 -2.4206 -2.0167
H -0.5715 -3.4449 1.3424
C 4.5758 -1.8818 -2.9383
C 5.2169 -2.3016 -0.6448
Si -1.5178 1.1934 0.6448
H 5.8579 -3.4810 1.0595
C 1.0703 -0.7471 -3.6107
H -1.5546 -2.7220 -2.0010
H 0.6133 1.8652 3.8462
Si -2.9125 2.6848 -0.5212
C -3.0031 -0.4318 3.6984
C 0.1157 -0.7985 3.4636
H -5.2785 1.0058 3.0483
C -0.9151 -1.4520 -4.4118
C 6.2694 -2.7687 0.3231
C 3.1027 -1.1362 -1.1161
N 0.2749 -0.6673 -2.5765
H -3.5157 -2.0199 0.8248
H -3.9725 0.7767 -1.8569
C -1.1255 -0.8403 -3.0329
C 2.5338 -0.4918 -3.5234
H 6.7112 -1.9240 0.8864
H -0.9602 -2.5528 -4.3772
H -1.3754 4.7835 1.4969
C 0.4657 -1.9985 2.6165

Output
2S+1: 6
E_HOMO (spin up / spin down) in hartree: -0.097 / -0.095
Net charge: -1
Kohn-Sham gap (spin up / spin down) in eV: 5.07 / 5.02
Largest force on an atom in eV Å⁻¹: 3.20
<S²>: 8.786

In the Mulliken picture, each atom carries the following charge in e:
1. H 0.353
2. C -1.399
3. Si 0.404
4. C -1.281
5. N 0.421
6. C -0.855
7. C -1.271
8. H 0.427
9. C -1.327
10. H 0.192
11. H -0.267
12. H 0.532
13. C -2.177
14. H -0.823
15. H 0.343
16. H 0.407
17. H 0.240
18. H -0.501
19. H 0.193
20. H 0.447
21. C -1.180
22. Cl -0.499
23. H 0.527
24. H 0.485
25. Si 0.807
26. H 0.361
27. H 0.497
28. C 0.088
29. C -0.879
30. H 0.583
31. H 0.384
32. H 0.296
33. H 0.394
34. H 0.250
35. H 0.355
36. H 0.534
37. H 0.272
38. H 0.339
39. H 0.342
40. C -1.862
41. O -0.425
42. H 0.015
43. H 0.418
44. C -1.383
45. H 0.260
46. H 0.096
47. C -2.129
48. C -1.242
49. H -0.139
50. H 0.282
51. C -1.181
52. H 0.506
53. H 0.386
54. H 0.348
55. H 0.144
56. Sm -0.424
57. O -0.439
58. H 0.033
59. H 0.352
60. H 0.344
61. H 0.118
62. H 0.266
63. C 0.542
64. H 0.335
65. C -0.827
66. H 0.546
67. H 0.577
68. H 0.464
69. C 0.166
70. C -1.306
71. H 0.529
72. C 1.281
73. C 1.229
74. Si 1.218
75. H 0.327
76. C 0.568
77. H 0.537
78. H 0.277
79. Si 0.561
80. C -1.372
81. C -1.353
82. H 0.484
83. C -0.725
84. C -1.751
85. C 0.129
86. N 0.184
87. H 0.384
88. H 0.071
89. C 1.965
90. C -1.241
91. H 0.339
92. H 0.364
93. H 0.170
94. C 1.970

***

Entry 3:
Molecular formula: CHFINO2
Method: DFT, the ωB97M-V functional and the def2-TZVPD basis

Positions of all 7 atoms, in Å:
N 1.3150 -0.5101 0.7162
I 2.9174 0.6030 0.1837
O -1.0942 0.7969 -0.5565
H -1.9901 0.4755 -0.7281
F -1.3860 1.8571 0.3004
C 0.4965 -1.1912 0.2132
O -0.2586 -2.0312 -0.1289

Output
E_HOMO in hartree: -0.361
Relative energy (zero: lowest compared OMol25 entry of this formula, charge and spin) in kJ/mol: 111.0
Kohn-Sham gap in eV: 8.80
SMILES: O=C=NI.OF
Largest force on an atom in eV Å⁻¹: 3.15

In the natural (NBO) picture, each atom carries the following charge in e:
1. N -0.749
2. I 0.434
3. O -0.317
4. H 0.467
5. F -0.145
6. C 0.844
7. O -0.534

***

Entry 4:
Molecular formula: C15H21NO5
Method: DFT, the ωB97M-V functional and the def2-TZVPD basis

Positions of all 42 atoms, in Å:
H 4.1937 0.6567 1.7066
C -2.9804 -0.9495 -1.7158
H 2.0987 -2.7766 2.8299
O -0.5695 0.1354 -4.1860
O 3.2842 1.6018 4.1380
O -2.8972 -0.9862 -4.1488
H 0.4810 0.7205 -1.7341
H 3.4689 -0.8280 3.7744
H 1.5443 2.2067 1.7371
C -2.3695 -0.6997 -2.9341
H 1.5087 -1.6783 1.5904
H 1.1991 -1.0365 4.5473
H 3.9685 -1.5649 2.2532
C 0.6811 0.7753 -4.2735
O 2.0133 2.4850 2.5585
C -1.0980 -0.0357 -0.5342
N -0.6658 -0.3264 1.8071
C 3.1844 0.4227 2.0567
C -0.3668 0.3679 0.6937
H 0.0933 -2.1446 3.7342
C 3.1947 -0.9558 2.7252
C 1.8761 -1.7278 2.6189
C -4.1718 -1.5780 -4.2084
H -0.8858 0.0608 3.8329
H -1.3016 -1.1042 1.7295
H 0.8883 0.8672 -5.3383
H -4.3845 -1.7075 -5.2682
H -2.8798 -0.8046 0.4020
C -0.0789 -0.1059 3.1102
C 2.8322 1.5410 3.0260
C -0.4838 0.2401 -1.7592
H 2.5193 0.4343 1.1935
H -4.1862 -2.5554 -3.7149
H 1.4703 0.1818 -3.8008
O 0.4692 1.2678 0.6687
H -4.9365 -0.9337 -3.7626
C 0.7647 -1.2947 3.5810
C -2.3523 -0.6240 -0.5228
H 0.5149 0.8016 3.0595
H -3.9606 -1.3972 -1.6809
C -1.0928 -0.0857 -2.9539
H 0.6557 1.7714 -3.8209

Output
E_HOMO in hartree: -0.315
Relative energy (zero: lowest compared OMol25 entry of this formula, charge and spin) in kJ/mol: 7.2
Kohn-Sham gap in eV: 9.10
SMILES: COc1ccc(C(=O)NCCCCCC(=O)O)cc1OC
Largest force on an atom in eV Å⁻¹: 0.49

In the natural (NBO) picture, each atom carries the following charge in e:
1. H 0.240
2. C -0.301
3. H 0.210
4. O -0.491
5. O -0.597
6. O -0.475
7. H 0.242
8. H 0.226
9. H 0.525
10. C 0.275
11. H 0.196
12. H 0.222
13. H 0.206
14. C -0.254
15. O -0.702
16. C -0.160
17. N -0.592
18. C -0.542
19. C 0.692
20. H 0.196
21. C -0.397
22. C -0.400
23. C -0.252
24. H 0.201
25. H 0.397
26. H 0.203
27. H 0.205
28. H 0.207
29. C -0.231
30. C 0.793
31. C -0.268
32. H 0.227
33. H 0.176
34. H 0.177
35. O -0.695
36. H 0.177
37. C -0.408
38. C -0.190
39. H 0.228
40. H 0.223
41. C 0.329
42. H 0.180

***

Entry 5:
Molecular formula: C3H4N4O
Method: DFT, the ωB97M-V functional and the def2-TZVPD basis

Positions of all 12 atoms, in Å:
C -0.4244 -0.2433 0.6446
H -1.6066 -1.5082 1.2013
N -0.5764 0.7420 1.6698
N 0.4677 0.0458 -0.2713
O -1.1057 -1.2077 0.3295
H 0.8117 2.2634 2.1371
C 0.6304 1.2782 1.4075
N 1.4355 0.9713 0.2813
H -1.4017 -1.0593 -1.7084
C 0.4582 -0.2871 -1.7179
N -0.5534 -0.9829 -2.2845
H 1.6444 0.0449 -2.0395

Output
E_HOMO in hartree: -0.337
Relative energy (zero: lowest compared OMol25 entry of this formula, charge and spin) in kJ/mol: 442.3
Kohn-Sham gap in eV: 9.37
Largest force on an atom in eV Å⁻¹: 9.56

In the natural (NBO) picture, each atom carries the following charge in e:
1. C 0.660
2. H 0.523
3. N -0.533
4. N -0.316
5. O -0.614
6. H 0.203
7. C 0.172
8. N -0.344
9. H 0.367
10. C 0.265
11. N -0.628
12. H 0.246

***

Entry 6:
Molecular formula: C4H10CuO2
Method: DFT, the ωB97M-V functional and the def2-TZVPD basis

Positions of all 17 atoms, in Å:
H 14.8853 4.1609 11.8454
O 9.3705 4.8911 3.9820
H 13.9142 2.5444 10.3905
C 8.6070 5.3133 2.9152
C 14.6012 4.5161 10.8548
H 12.7084 3.5954 10.8621
O 13.2409 3.8395 8.8155
Cu 10.1552 6.3755 8.1056
H 15.5786 4.3799 10.3918
C 9.2105 5.3045 1.4306
H 9.2513 4.2845 1.0483
H 14.3176 5.5561 11.0162
H 8.3422 6.3410 3.1637
C 13.5710 3.5607 10.1967
H 8.6965 5.9261 0.6974
H 7.7119 4.6958 2.8402
H 10.2144 5.6706 1.6458

Output
E_HOMO in hartree: -0.119
Net charge: -1
Kohn-Sham gap in eV: 3.13
Largest force on an atom in eV Å⁻¹: 2.73

In the natural (NBO) picture, each atom carries the following charge in e:
1. H 0.173
2. O -0.820
3. H 0.118
4. C -0.047
5. C -0.632
6. H 0.107
7. O -0.811
8. Cu 0.510
9. H 0.191
10. C -0.664
11. H 0.183
12. H 0.186
13. H 0.113
14. C -0.079
15. H 0.177
16. H 0.091
17. H 0.203

***

Which of these has the highest largest force on an atom? C3H4N4O

***

Which of these has the lowest largest force on an atom? C15H21NO5